[1]
The following is a quantum chemistry calculation of a molecular structure, C41H55N8SSi4TeTi at a distorted geometry, from OMol25.

```
! RIJCOSX wB97M-V def2-TZVPD def2/J DEFGRID3
* xyz -1 3
Ti -0.71 -0.09 0.22
C -6.14 0.67 0.74
C -5.12 0.82 1.68
C -3.81 1.01 1.29
C -3.46 1.04 -0.07
C -4.50 0.88 -1.01
C -5.81 0.70 -0.61
N -2.13 1.15 -0.44
C -1.76 1.84 -1.57
C -2.45 2.90 -2.16
C -1.98 3.48 -3.33
C -0.81 3.02 -3.94
C -0.09 2.00 -3.36
C -0.53 1.42 -2.17
N 0.05 0.40 -1.48
N 0.88 -0.45 -2.13
C 0.51 -1.70 -1.86
C 1.12 -2.77 -2.58
C 0.58 -4.02 -2.50
C -0.53 -4.24 -1.66
C -1.02 -3.18 -0.93
N -0.53 -1.93 -0.99
H -7.16 0.52 1.06
H -5.36 0.80 2.74
H -3.02 1.15 2.01
H -4.25 0.88 -2.07
H -6.59 0.59 -1.35
H -3.36 3.27 -1.70
H -2.53 4.30 -3.77
H -0.46 3.48 -4.86
H 0.83 1.63 -3.81
H 1.95 -2.53 -3.22
H 0.99 -4.84 -3.07
H -0.99 -5.21 -1.58
H -1.85 -3.34 -0.26
C 1.00 4.90 -0.95
C 1.91 3.86 -1.15
C 1.77 2.67 -0.47
C 0.70 2.47 0.42
C -0.17 3.54 0.66
C -0.03 4.73 -0.03
N 0.61 1.24 1.05
N -0.45 1.08 1.92
C -0.18 0.27 3.01
C -0.96 0.47 4.16
C -0.82 -0.34 5.27
C 0.12 -1.36 5.27
C 0.91 -1.55 4.15
C 0.80 -0.74 3.03
H 1.10 5.82 -1.50
H 2.73 3.99 -1.85
H 2.46 1.85 -0.63
H -0.97 3.40 1.38
H -0.73 5.53 0.14
H -1.68 1.28 4.15
H -1.45 -0.17 6.15
H 0.22 -2.01 6.13
H 1.64 -2.35 4.15
S -1.98 -1.64 1.80
C -3.42 -2.34 1.39
N -4.12 -2.23 0.22
C -5.45 -2.82 0.35
C -5.51 -3.23 1.83
N -4.10 -3.20 2.21
H -4.01 -1.37 -0.30
H -5.53 -3.69 -0.30
H -6.23 -2.11 0.09
H -5.94 -4.22 1.97
H -6.10 -2.51 2.41
H -3.85 -3.14 3.18
C 1.54 -4.83 4.86
Si 2.06 -4.94 3.04
C 3.24 -6.43 2.97
C 0.51 -5.31 2.02
Si 3.14 -3.02 2.17
Te 1.80 -1.09 1.20
Si 4.71 -2.03 3.65
C 5.73 -3.36 4.55
C 5.86 -0.96 2.59
C 4.03 -0.87 4.99
Si 4.41 -3.75 0.31
C 6.07 -4.44 0.91
C 3.58 -5.16 -0.65
C 4.71 -2.36 -0.95
H 1.27 -5.82 5.25
H 0.68 -4.17 4.99
H 2.35 -4.44 5.48
H 2.76 -7.35 3.31
H 4.11 -6.25 3.60
H 3.61 -6.61 1.95
H -0.04 -6.19 2.39
H 0.76 -5.48 0.97
H -0.17 -4.45 2.05
H 6.22 -4.02 3.83
H 5.09 -3.98 5.18
H 6.50 -2.92 5.19
H 6.48 -1.57 1.92
H 6.52 -0.34 3.20
H 5.25 -0.30 1.96
H 3.45 -1.40 5.75
H 3.36 -0.13 4.54
H 4.84 -0.34 5.49
H 5.89 -5.20 1.68
H 6.69 -3.66 1.36
H 6.65 -4.90 0.11
H 3.46 -6.06 -0.03
H 4.15 -5.43 -1.54
H 2.58 -4.85 -0.96
H 5.29 -1.55 -0.52
H 3.75 -1.95 -1.28
H 5.24 -2.73 -1.84
*
```

Results
F_max in eV/Å: 2.64
HOMO-LUMO gap (spin up / spin down) in eV: 5.7 / 5.2
DFT total energy in Ha: -4707.22331
Highest occupied orbital energy (spin up / spin down) in eV: -3.512 / -3.585
Lowest unoccupied orbital energy (spin up / spin down) in eV: 2.17 / 1.66
Energy relative to the best compared isomer or geometry (same formula, charge and spin) in kJ/mol: 185.9

***

[2]
The following is a quantum chemistry calculation of a molecular structure, C41H56AgAs2N2O4PS, from OMol25.

```
! RIJCOSX wB97M-V def2-TZVPD def2/J DEFGRID3
* xyz -2 1
Ag 0.03 -0.09 -0.43
C 0.62 0.27 -7.24
C -0.19 0.54 -6.00
C -1.57 0.74 -6.07
C -2.32 0.93 -4.91
C -1.74 0.92 -3.64
C -0.35 0.78 -3.60
C 0.40 0.58 -4.75
S -2.80 -0.93 -1.86
O -1.36 -1.49 -1.79
O -4.84 0.27 -2.02
N -1.88 1.51 -1.23
C -1.32 2.85 -1.43
C 0.16 3.05 -1.03
O 0.52 4.23 -0.92
O 0.92 2.04 -0.88
H 0.04 0.43 -8.14
H 0.98 -0.76 -7.24
H 1.50 0.92 -7.28
H -2.06 0.75 -7.03
H -3.38 1.08 -5.02
H 0.17 0.88 -2.65
H 1.48 0.46 -4.66
H -1.90 3.61 -0.91
H -1.37 3.10 -2.50
C 0.12 -2.32 4.54
C 0.50 -1.23 3.55
C -0.08 0.12 3.97
P 0.02 -1.52 1.77
C 0.93 -3.13 1.39
C 0.21 -4.47 1.53
C 1.47 -3.01 -0.04
C -1.79 -1.78 1.90
C -2.41 -2.91 2.44
C -3.78 -3.10 2.40
C -4.44 -4.32 3.00
C -4.55 -2.13 1.74
C -3.98 -0.99 1.21
C -2.58 -0.74 1.31
N -1.96 0.34 0.82
C -2.58 1.29 0.04
C -2.57 0.92 -2.38
C -3.32 -1.67 -3.42
C -4.10 1.32 -2.52
C -4.44 2.66 -1.87
C -5.04 3.68 -2.80
C -4.29 2.93 -0.57
C -3.62 2.07 0.40
C -4.12 2.09 1.82
H 0.44 -2.04 5.55
H 0.59 -3.28 4.30
H -0.96 -2.46 4.56
H 1.59 -1.15 3.52
H -1.17 0.09 3.93
H 0.25 0.91 3.29
H 0.23 0.38 4.99
H 1.78 -3.12 2.08
H -0.69 -4.49 0.91
H -0.08 -4.70 2.55
H 0.87 -5.28 1.18
H 0.64 -2.93 -0.75
H 2.07 -3.89 -0.31
H 2.10 -2.12 -0.15
H -1.82 -3.68 2.90
H -3.69 -5.05 3.31
H -5.10 -4.81 2.28
H -5.04 -4.07 3.88
H -5.62 -2.29 1.62
H -4.59 -0.30 0.63
H -2.44 -1.77 -4.05
H -4.11 -1.08 -3.88
H -3.70 -2.66 -3.15
H -4.33 1.48 -3.59
H -5.99 3.31 -3.22
H -4.38 3.87 -3.65
H -5.23 4.63 -2.29
H -4.70 3.87 -0.19
H -4.49 3.08 2.07
H -3.31 1.82 2.50
H -4.93 1.37 1.99
C 4.88 -2.27 3.10
As 4.04 -0.62 2.39
C 4.17 0.37 4.09
C 5.59 0.21 1.53
C 6.90 -0.10 1.90
C 7.98 0.50 1.28
C 7.76 1.44 0.29
C 6.46 1.76 -0.08
C 5.35 1.16 0.52
As 3.46 1.49 -0.10
C 3.89 2.81 -1.48
C 2.99 2.79 1.29
H 5.70 -2.06 3.78
H 5.22 -2.90 2.28
H 4.10 -2.81 3.65
H 5.19 0.34 4.48
H 3.49 -0.07 4.82
H 3.88 1.41 3.93
H 7.08 -0.84 2.67
H 8.99 0.24 1.58
H 8.59 1.93 -0.20
H 6.31 2.49 -0.86
H 4.49 3.63 -1.09
H 2.93 3.20 -1.81
H 4.40 2.35 -2.32
H 3.85 3.40 1.57
H 2.59 2.29 2.16
H 2.21 3.42 0.85
*
```

Results
F_max in eV/Å: 0.66
HOMO-LUMO gap in eV: 5.0
DFT total energy in Ha: -7364.40374
Highest occupied orbital energy in eV: -0.986
Lowest unoccupied orbital energy in eV: 4.01